(1)
Entry from OMol25: C31H55AuB11Br6N4O3SbSi3 as an isolated structure in a non-equilibrium geometry (ωB97M-V/def2-TZVPD).

## Properties
HOMO energy: -0.4711 hartree
DFT total energy: -506698.58030 eV
Energy relative to the best compared isomer or geometry (same formula, charge and spin): 38.2 kJ/mol
Maximum force: 0.0386 hartree/bohr
Kohn-Sham gap: 3.657 eV

Structure (ORCA input):
```
! RIJCOSX wB97M-V def2-TZVPD def2/J DEFGRID3
* xyz 2 1
Au 0.40 1.10 0.73
Sb -1.83 -0.06 -1.52
Br 2.39 2.97 0.95
Br 2.56 -0.81 0.81
Br 8.47 1.37 0.80
Br 5.05 1.32 -1.21
Br 5.97 4.39 1.00
Br 6.29 -1.88 0.65
Si -0.93 -3.48 -1.26
Si -2.41 -2.34 -3.99
Si -2.19 3.18 -0.07
O 0.02 0.54 3.13
O -3.81 -2.03 4.28
O -2.98 -0.75 0.08
N -1.49 -0.07 1.64
N 0.60 -0.43 -2.31
N -3.36 -1.31 2.20
N 0.57 3.45 -1.47
C -1.18 -1.97 -2.51
C 0.36 2.91 -4.15
C -3.08 -1.40 3.58
C 0.95 -2.20 -3.85
C -2.31 0.45 5.04
C -0.35 -2.75 3.99
C 2.22 -1.73 -4.10
C 1.83 0.02 -2.55
C -3.77 2.47 0.74
C -2.23 -0.95 -5.30
C -1.99 -4.00 -4.81
C -4.14 -2.45 -3.19
C 1.23 4.18 -2.34
C -3.26 1.48 4.43
C -2.58 -0.69 1.29
C -1.05 -0.03 2.93
C -1.85 -0.65 4.04
C 0.16 -1.53 -2.92
C -0.21 2.43 -1.87
C -1.00 1.81 -0.82
C 0.47 -4.59 -1.91
C -2.56 -4.43 -1.03
C -1.16 4.13 1.21
C 1.16 3.96 -3.71
C 5.23 1.04 4.02
C -2.70 4.28 -1.55
C 2.68 -0.61 -3.43
C -0.32 2.14 -3.23
C -0.94 -1.63 4.84
C -0.38 -2.79 0.42
C -3.61 0.75 -2.44
B 6.38 2.03 3.26
B 5.57 2.65 1.79
B 3.70 1.01 3.27
B 3.90 1.98 1.80
B 6.48 0.27 3.16
B 5.72 -0.27 1.62
B 4.82 -0.37 3.17
B 3.98 0.21 1.71
B 5.15 1.21 0.75
B 6.72 1.24 1.69
B 4.67 2.49 3.32
H -1.84 4.59 -2.13
H -1.54 -2.06 5.64
H -4.89 -1.97 -3.80
H -1.14 -2.96 1.17
H 2.12 0.91 -2.02
H -4.16 -2.00 -2.20
H -1.67 -4.76 -4.10
H -4.20 -1.79 1.88
H 1.72 4.57 -4.40
H 7.17 2.62 3.89
H -3.38 -3.80 -0.70
H -4.23 3.25 1.34
H -2.87 -4.38 -5.30
H 0.56 -3.06 -4.36
H -4.01 0.12 -3.23
H 0.27 -3.38 4.62
H -1.20 -0.82 -5.61
H 0.30 -4.98 -2.91
H -0.24 4.51 0.77
H -4.44 -3.49 -3.09
H -0.14 -1.05 5.28
H -1.22 -3.91 -5.57
H -1.14 -3.38 3.57
H -3.40 3.80 -2.22
H 5.25 0.98 5.09
H -2.79 2.02 3.61
H -4.35 0.86 -1.66
H -3.36 1.73 -2.85
H 2.85 -2.23 -4.83
H -1.42 0.95 5.42
H 2.72 0.93 3.91
H 0.27 2.70 -5.21
H 1.85 4.96 -1.92
H 1.43 -4.08 -1.91
H -2.59 0.02 -4.97
H -3.18 5.18 -1.18
H -4.17 1.02 4.07
H -0.90 3.52 2.07
H -2.41 -5.19 -0.27
H -2.80 -1.22 -6.18
H -4.51 2.17 0.02
H 0.53 -3.27 0.76
H -0.17 -1.72 0.37
H 4.33 3.39 3.98
H 0.26 -2.36 3.19
H -3.53 2.19 5.20
H -2.81 -0.04 5.87
H 7.33 -0.31 3.72
H -1.72 4.99 1.57
H -3.57 1.64 1.40
H -0.95 1.33 -3.57
H 0.57 -5.45 -1.25
H 3.67 -0.22 -3.60
H -2.89 -4.95 -1.93
H 4.58 -1.37 3.72
*
```


(2)
Entry from OMol25: a 11-piece molecular cluster, C43H62N4O13 overall in a non-equilibrium geometry (ωB97M-V/def2-TZVPD).

## Properties
HOMO energy: -0.2982 hartree
DFT total energy: -78169.07080 eV
SMILES: c1cc[nH]c1.c1cc[nH]c1.c1cc[nH]c1.c1cc[nH]c1.O=C1CCCO1.O=C1CCCO1.O=C1CCCO1.O=C1CCCO1.O=C1CCCO1.O=C1CCCO1.CC(C)=O
Maximum force: 0.1262 hartree/bohr
Kohn-Sham gap: 8.123 eV

Structure (ORCA input):
```
! RIJCOSX wB97M-V def2-TZVPD def2/J DEFGRID3
* xyz 0 1
O -1.89 -3.20 -6.13
O 0.94 2.61 0.14
O -0.08 0.51 -0.06
O 7.07 -0.56 2.44
O 3.80 -2.63 -7.89
O -6.94 -3.89 0.99
O -1.63 -5.01 3.71
O 3.30 5.12 -8.37
O 7.01 -1.11 0.15
O 3.48 4.46 -6.20
O 2.90 -2.63 -5.77
O -6.61 -6.03 0.65
O -2.60 -2.29 -4.29
N 3.16 -5.04 2.63
N -3.48 3.65 5.13
N -4.68 5.58 -3.68
N 0.82 4.94 7.45
C -1.47 -2.97 -7.52
C 5.19 -1.77 -5.99
C -5.37 2.48 5.54
C 5.05 -5.23 1.55
C 2.88 -4.71 1.31
C 0.92 4.40 6.19
C 4.16 -4.81 0.69
C 0.86 5.45 5.32
C -0.80 -7.29 3.90
C -4.19 3.46 -3.33
C -7.44 -3.75 3.21
C 6.48 -0.60 1.18
C 4.95 6.10 -6.86
C -1.24 -5.91 4.42
C -1.06 -0.33 0.68
C 4.48 -5.32 2.75
C -6.95 -3.01 2.06
C 4.28 4.64 -5.02
C 0.68 6.27 7.28
C -6.86 -5.13 2.93
C -2.70 -1.08 -6.49
C 3.86 5.17 -7.26
C -0.92 1.82 1.63
C 0.63 6.66 5.96
C 5.17 0.06 1.29
C -4.01 4.50 -4.14
C -1.63 -1.40 -7.56
C 3.93 -2.39 -6.69
C 5.01 5.99 -5.36
C -4.25 3.86 4.04
C 6.33 0.25 3.35
C 0.09 1.72 0.54
C -6.80 -5.14 1.41
C 3.22 -2.00 -4.53
C -1.24 0.34 2.03
C 4.90 0.09 2.83
C -2.44 -2.17 -5.51
C -5.21 5.21 -2.46
C -1.32 -5.72 5.92
C -5.43 3.20 4.31
C -4.95 3.85 -2.24
C 4.53 -1.19 -4.79
C -4.26 2.98 6.06
H 1.92 -4.36 0.97
H 5.91 5.78 -7.26
H -1.74 2.34 1.14
H -5.78 5.95 -1.91
H -3.76 2.77 6.99
H 2.57 -5.09 3.45
H -0.69 -0.97 -7.20
H 5.15 -1.11 -3.90
H -1.73 -1.15 -8.62
H -4.69 6.50 -4.10
H -2.01 -0.32 0.15
H -3.67 4.67 -5.15
H -0.61 0.02 2.86
H -5.81 -5.19 3.19
H -2.21 -3.31 -8.25
H 4.85 -5.45 3.75
H -2.25 0.32 2.43
H 1.01 5.33 4.26
H 5.81 -1.10 -6.58
H 4.89 3.74 -5.03
H -5.26 3.30 -1.36
H -7.58 -2.12 1.98
H 0.18 -7.61 4.25
H -8.49 -3.92 2.99
H 4.56 7.03 -7.29
H -3.73 2.49 -3.42
H 6.12 -5.12 1.44
H -0.89 -7.15 2.82
H -1.62 -4.69 6.12
H -3.68 -1.34 -6.89
H 4.27 -0.16 -5.04
H 3.60 4.60 -4.18
H 3.29 -2.86 -3.86
H 4.36 -0.36 0.69
H 4.45 -4.60 -0.33
H 5.81 -2.64 -5.77
H 6.52 -0.01 4.39
H -2.61 -0.08 -6.07
H 5.32 1.03 0.81
H 6.61 1.30 3.27
H -0.47 -3.35 -7.69
H -2.02 -6.45 6.32
H 0.80 4.41 8.31
H -0.85 -1.38 0.88
H -7.41 -5.99 3.33
H -6.23 3.23 3.58
H -0.32 -5.94 6.30
H -5.92 -2.67 2.10
H 4.24 0.84 3.26
H 0.68 6.87 8.18
H 4.42 -0.82 3.17
H 0.56 7.66 5.55
H -7.22 -3.37 4.21
H 6.07 5.94 -5.12
H 4.47 6.79 -4.85
H -1.45 -8.06 4.32
H -0.53 2.42 2.45
H 2.59 -1.17 -4.21
H -6.07 1.80 6.01
H -2.52 3.88 5.35
H -3.95 4.53 3.25
H 1.12 3.35 6.05
*
```


(3)
Entry from OMol25: an isolated molecule of C3H5NO in a non-equilibrium geometry (ωB97M-V/def2-TZVPD).

## Properties
HOMO energy: -0.3391 hartree
DFT total energy: -6725.18381 eV
Energy relative to the best compared isomer or geometry (same formula, charge and spin): 423.5 kJ/mol
SMILES: CO[C@@H]1C=N1
Maximum force: 0.1077 hartree/bohr
Kohn-Sham gap: 10.099 eV

Structure (ORCA input):
```
! RIJCOSX wB97M-V def2-TZVPD def2/J DEFGRID3
* xyz 0 1
O 0.31 0.90 -0.16
N -1.85 -0.76 0.25
C 1.02 0.15 0.74
C -1.09 0.35 -0.39
C -2.50 0.32 0.29
H 0.78 0.33 1.86
H 2.06 0.41 0.62
H -1.29 0.21 -1.53
H 0.83 -0.87 0.34
H -3.40 0.83 0.33
*
```


(4)
Entry from OMol25: C50H51CaN8O2P2S as an isolated structure in a non-equilibrium geometry (ωB97M-V/def2-TZVPD).

## Properties
HOMO energy: -0.3019 hartree
DFT total energy: -116532.85670 eV
Energy relative to the best compared isomer or geometry (same formula, charge and spin): 365.1 kJ/mol
Maximum force: 0.0857 hartree/bohr
Kohn-Sham gap: 5.008 eV

Structure (ORCA input):
```
! RIJCOSX wB97M-V def2-TZVPD def2/J DEFGRID3
* xyz 1 1
Ca 0.71 1.31 0.45
S -0.24 3.46 -1.13
P -3.35 -0.41 -0.79
P -2.83 2.77 -1.24
O 8.25 -5.09 2.42
O 0.47 1.82 2.68
N 5.11 -0.37 4.59
N 0.96 4.03 -3.49
N -3.70 1.26 -1.00
N 2.80 2.33 1.32
N 6.13 -0.37 3.83
N 0.61 1.78 -3.11
N 0.81 0.64 -2.17
N 2.08 -3.19 -1.37
C -3.21 2.44 -4.06
C -5.23 4.09 -0.66
C 2.88 -4.38 -0.95
C -5.40 -1.03 -4.21
C -4.55 -1.87 -4.92
C -3.87 -1.02 -2.43
C -2.94 4.71 -3.19
C -6.58 -2.21 0.75
C 1.97 -2.13 -0.25
C -3.47 4.34 -5.51
C -6.93 -1.36 1.87
C 4.14 1.53 3.16
C 2.87 1.88 2.60
C -6.09 -0.37 2.34
C -3.04 5.18 -4.49
C 0.77 -3.48 -2.05
C -3.91 3.84 -0.22
C 8.07 -1.53 3.10
C -4.63 -0.84 0.44
C -0.62 -3.51 2.23
C 0.44 -3.47 1.37
C -6.16 4.78 0.11
C 8.02 -3.95 3.08
C 9.34 -5.13 1.45
C 6.85 -1.56 3.72
C 0.84 -2.26 0.74
C -5.11 -0.70 -2.93
C 6.84 -3.91 3.84
C 0.55 3.03 -2.66
C -0.66 -1.08 2.27
C -3.56 4.35 1.05
C 1.73 0.95 4.56
C 0.23 -1.08 1.22
C 5.19 2.71 1.30
C 6.34 -2.75 4.34
C -5.74 5.31 1.31
C 1.62 1.62 3.31
C 4.12 0.59 4.23
C -3.05 3.33 -2.95
C -5.38 -2.01 0.13
C -3.61 3.00 -5.29
C 2.92 0.34 4.86
C 5.25 2.10 2.60
C 3.92 2.69 0.69
C -4.46 5.03 1.82
C -1.22 -2.30 2.69
C -2.96 -1.83 -3.12
C -4.94 -0.10 1.57
C -3.34 -2.26 -4.40
C 8.76 -2.72 3.05
H -6.46 5.98 1.91
H 10.24 -5.33 2.08
H -2.73 5.40 -2.34
H 0.78 5.03 -3.25
H 0.78 0.83 5.14
H -4.98 -2.69 -0.58
H -0.05 -2.92 -1.59
H 3.15 -4.96 -1.83
H 9.46 -4.17 0.98
H 9.85 -2.64 2.88
H 1.06 -4.34 1.24
H -3.01 6.30 -4.57
H -2.59 4.09 1.38
H -5.78 -0.16 -2.29
H 2.69 -2.59 -1.99
H -2.79 -3.02 -4.98
H -3.68 4.72 -6.52
H -0.87 -0.14 2.83
H 2.40 -4.82 -0.07
H -6.25 0.21 3.23
H -4.16 0.67 1.94
H 0.11 -0.07 -2.41
H -6.23 -0.52 -4.72
H -5.50 3.88 -1.68
H 1.44 3.82 -4.35
H -1.97 -2.30 3.45
H 3.95 -4.06 -0.61
H -1.16 -4.43 2.42
H -2.08 -2.19 -2.60
H 0.85 -3.27 -3.11
H 2.95 -2.24 0.29
H -4.17 5.27 2.82
H -7.12 5.00 -0.37
H 1.80 -1.14 -0.75
H 2.90 -0.45 5.60
H 0.74 1.68 -4.12
H 8.97 -5.91 0.76
H 5.59 -2.63 5.13
H -3.90 2.36 -6.12
H 8.44 -0.58 2.66
H 0.63 -4.56 -1.84
H -7.28 -2.98 0.43
H -3.24 1.31 -4.06
H -7.92 -1.43 2.34
H 3.66 3.14 -0.29
H -4.89 -2.24 -5.88
H 1.71 0.14 -2.45
H 6.14 2.02 3.11
H -4.63 1.54 -0.66
H 6.12 3.22 0.93
H 6.24 -4.82 4.02
*
```


(5)
Entry from OMol25: C8H16I2LiN12 as an isolated structure (ωB97M-V/def2-TZVPD).

## Properties
HOMO energy: -0.1669 hartree
DFT total energy: -42845.76114 eV
Maximum force: 0.0042 hartree/bohr
Kohn-Sham gap: 6.603 eV

Structure (ORCA input):
```
! RIJCOSX wB97M-V def2-TZVPD def2/J DEFGRID3
* xyz -1 1
I 3.79 0.38 1.96
I 1.87 3.36 1.47
N -0.32 0.67 5.29
N -2.91 -2.63 0.19
N 0.28 0.87 4.17
N -1.96 -1.65 3.35
N -0.84 0.68 -1.98
N -3.12 -2.63 1.52
N -1.26 -0.29 5.15
N 1.13 -0.33 -2.71
N -1.32 -1.44 1.04
N -0.23 0.04 3.22
N -1.86 -1.94 -0.10
N 0.90 0.40 -0.46
C 1.26 0.45 -3.93
C 0.42 0.24 -1.65
C 2.34 -1.06 -2.36
C 2.80 2.05 2.85
C -1.59 1.37 -0.94
C -1.17 -0.65 3.88
C -1.68 -0.15 -2.84
C -2.13 -1.89 2.00
Li 0.04 -0.11 1.28
H -1.08 -0.67 -3.58
H -2.40 0.50 -3.35
H -0.94 2.08 -0.43
H -2.00 0.67 -0.20
H 3.19 -0.40 -2.13
H 3.55 2.61 3.38
H -2.22 -0.89 -2.24
H 2.01 1.67 3.49
H 0.37 1.04 -4.09
H 1.41 -0.22 -4.78
H 2.12 1.13 -3.87
H 2.62 -1.69 -3.21
H -2.69 -1.99 3.95
H 2.15 -1.70 -1.50
H 1.89 0.20 -0.42
H -2.41 1.90 -1.41
*
```


(6)
Entry from OMol25: a 10-piece molecular cluster, C10H20Cl20 overall in a non-equilibrium geometry (ωB97M-V/def2-TZVPD).

## Properties
HOMO energy: -0.3869 hartree
DFT total energy: -261141.98957 eV
Energy relative to the best compared isomer or geometry (same formula, charge and spin): 153.1 kJ/mol
SMILES: ClCCl.ClCCl.ClCCl.ClCCl.ClCCl.ClCCl.ClCCl.ClCCl.ClCCl.ClCCl
Maximum force: 0.0404 hartree/bohr
Kohn-Sham gap: 10.833 eV

Structure (ORCA input):
```
! RIJCOSX wB97M-V def2-TZVPD def2/J DEFGRID3
* xyz 0 1
Cl 0.45 3.09 1.79
Cl 1.34 -0.10 1.25
Cl -0.65 2.64 4.47
Cl 1.03 -1.21 -3.26
Cl -3.03 -1.12 -4.51
Cl 0.99 -3.05 -0.95
Cl 4.81 1.13 0.23
Cl 3.56 -0.08 4.69
Cl 1.33 3.97 -1.62
Cl -5.95 1.82 -0.13
Cl 1.18 -7.67 0.27
Cl -2.87 2.90 -1.32
Cl -0.96 -5.72 -0.62
Cl -2.17 -0.52 -1.80
Cl -3.24 5.35 0.19
Cl -3.68 0.82 1.20
Cl 3.19 -2.84 3.37
Cl 5.02 -1.65 -0.87
Cl 0.59 5.14 -4.19
Cl -0.72 -2.07 2.10
C -2.11 4.39 -0.76
C -5.22 0.42 0.52
C 4.34 -1.59 3.93
C 0.41 -2.78 -2.62
C 4.22 0.01 -1.02
C 0.85 2.86 3.52
C -0.12 -6.57 0.76
C 1.27 3.75 -3.37
C -3.34 -0.10 -3.04
C -0.26 -0.37 2.01
H 5.03 -1.39 3.11
H 0.36 -5.78 1.34
H -0.21 -0.14 3.07
H -0.86 -7.01 1.43
H -4.39 -0.27 -2.80
H 1.42 3.72 3.85
H 0.80 -3.59 -3.23
H -5.90 0.00 1.27
H 4.14 0.41 -2.02
H 4.97 -2.11 4.65
H -4.95 -0.18 -0.34
H -1.29 3.99 -0.18
H -1.06 0.11 1.45
H 3.21 -0.30 -0.75
H 0.54 2.94 -3.45
H 2.28 3.57 -3.73
H -3.30 0.97 -3.26
H -0.67 -2.83 -2.74
H -1.76 5.10 -1.52
H 1.41 1.93 3.64
*
```